Below is 3 unconnected molecules or ions with the total composition C5H9NO3 in a non-equilibrium geometry, with properties calculated with ωB97M-V/def2-TZVPD.

```
! RIJCOSX wB97M-V def2-TZVPD def2/J DEFGRID3
* xyz 0 1
C 0.2490 -0.6715 -0.7012
C -2.4287 0.2975 0.0514
N -1.5159 0.4338 -1.0612
C 2.3472 -1.3663 0.2673
C 0.6373 0.2384 0.2123
C 0.8087 1.3405 0.8633
O -1.3659 1.8394 -1.2438
O 2.0181 -2.2529 1.2364
O 3.4539 -1.2246 -0.1628
H -1.0951 1.9253 -2.1663
H 2.8264 -2.7314 1.5153
H -0.2525 -1.5772 -0.3867
H 0.6550 -0.6251 -1.7031
H -2.1248 0.8627 0.9435
H -2.4972 -0.7615 0.3032
H -3.4265 0.6465 -0.2418
H 0.0619 2.1242 0.7491
H 1.6491 1.5022 1.5251
*
```

For the energy, the calculation gives -12955.9575 eV. As for the HOMO-LUMO gap (spin up / spin down): 7.167 / 7.787 eV. The strongest force on any atom comes out at 1.89 eV/Å.

The net atomic charges from natural (NBO), expressed in e, are: -0.3432, -0.4740, -0.1510, 0.6938, 0.1652, -0.4820, -0.6062, -0.7279, -0.6065, 0.4750, 0.4773, 0.2412, 0.2463, 0.1822, 0.2029, 0.2095, 0.2531, 0.2441

Below is a molecular structure, C5H9NO4 in a non-equilibrium geometry, with properties calculated with ωB97M-V/def2-TZVPD.

```
! RIJCOSX wB97M-V def2-TZVPD def2/J DEFGRID3
* xyz 0 1
C 0.3573 3.2953 4.4587
C 1.1606 2.6125 3.3765
O 1.0500 1.1670 3.3793
C 0.5421 1.0933 2.0513
C -0.8443 0.4349 1.9772
N -1.3877 0.6519 0.5805
O -1.0125 -0.6865 2.4810
C 0.5912 2.6150 1.9649
O 0.3177 3.4283 1.1322
H -0.6912 2.9729 4.4290
H 0.7807 3.0526 5.4422
H 0.4064 4.3835 4.3184
H 2.2180 2.9231 3.3987
H 1.2258 0.5857 1.3501
H -1.2378 -0.1401 -0.0389
H -2.4798 1.3618 1.1630
H -1.1143 1.4876 0.0665
O -2.3338 1.4808 2.5569
H -2.9328 0.8419 2.9555
*
```

For the energy, the calculation gives -15007.4744 eV. As for the HOMO-LUMO gap: 9.981 eV. The strongest force on any atom comes out at 3.33 eV/Å.

The net atomic charges from natural (NBO), expressed in e, are: -0.6333, -0.0088, -0.4962, -0.1086, 0.7159, -0.9147, -0.6369, 0.5897, -0.5092, 0.2374, 0.2261, 0.2239, 0.2005, 0.2221, 0.4191, 0.5186, 0.4059, -0.9363, 0.4850

Below is a molecular structure, C5H9NO4 in a non-equilibrium geometry, with properties calculated with ωB97M-V/def2-TZVPD.

```
! RIJCOSX wB97M-V def2-TZVPD def2/J DEFGRID3
* xyz 0 1
C -1.1299 0.6604 -0.2093
C -0.9286 -0.7522 0.0901
C -1.4891 1.5782 0.8944
C 0.5994 -0.5588 0.5509
C 0.8758 1.1736 -0.5107
N 1.0748 -2.6991 -0.2367
O 1.4796 -1.3141 -0.2472
O 1.0715 0.9348 -1.8325
O 0.8375 -0.3221 1.7243
O 1.3687 2.0960 0.0679
H 1.7071 1.5914 -2.1689
H -1.3600 0.9328 -1.2338
H 1.6711 -3.1208 0.4751
H 1.3954 -3.0160 -1.1493
H -1.4647 -1.1180 0.9628
H -0.9850 -1.4133 -0.7683
H -1.4826 2.6238 0.5903
H -2.4734 1.3011 1.2899
H -0.7679 1.4221 1.7110
*
```

For the energy, the calculation gives -15006.3775 eV. As for the HOMO-LUMO gap (spin up / spin down): 8.029 / 8.028 eV. The strongest force on any atom comes out at 5.15 eV/Å.

The net atomic charges from natural (NBO), expressed in e, are: 0.0233, -0.5798, -0.6899, 0.7362, 0.6850, -0.5119, -0.4358, -0.7059, -0.5916, -0.5668, 0.4864, 0.2249, 0.3531, 0.3551, 0.2339, 0.2409, 0.2320, 0.2366, 0.2744

Below is 2 unconnected molecules or ions with the total composition C5H9NO6 in a non-equilibrium geometry, with properties calculated with ωB97M-V/def2-TZVPD.

```
! RIJCOSX wB97M-V def2-TZVPD def2/J DEFGRID3
* xyz 0 1
N 3.9026 -1.2536 3.0067
O 3.6770 -2.4924 3.1802
O 3.0481 -0.3874 3.3773
O 4.9795 -0.8888 2.4636
C -3.2804 -0.4191 -0.1629
C -1.9131 -0.6368 -0.7394
C -1.1901 0.6702 -0.9948
O -1.6900 1.7728 -0.8667
C 0.3028 0.4332 -1.0650
C 1.1303 1.5942 -1.5308
O 0.5491 0.5099 0.3526
O -0.0414 -0.5256 0.9796
H -3.7248 -1.3796 0.0785
H -3.1812 0.1643 0.7529
H -3.9499 0.0993 -0.8520
H -1.2753 -1.1264 0.0237
H -1.9021 -1.2548 -1.6418
H 0.5467 -0.5513 -1.5019
H 0.9283 1.8948 -2.5598
H 0.8988 2.4473 -0.8824
H 2.1853 1.3299 -1.4176
*
```

For the energy, the calculation gives -19094.9056 eV. As for the HOMO-LUMO gap (spin up / spin down): 5.152 / 8.494 eV. The strongest force on any atom comes out at 3.32 eV/Å.

The net atomic charges from natural (NBO), expressed in e, are: 0.6701, -0.2217, -0.2139, -0.2347, -0.6039, -0.5462, 0.5808, -0.5183, -0.0359, -0.6339, -0.1309, -0.1563, 0.2087, 0.2172, 0.2143, 0.2767, 0.2233, 0.2089, 0.2298, 0.2437, 0.2221